{"formula": "C56H168N8O24", "method": "ωB97M-V/def2-TZVPD", "fmax_ev_per_a": 4.3, "total_energy_ha": -4477.5908, "symbols": ["C", "O", "H", "H", "H", "H", "C", "O", "H", "H", "H", "H", "C", "O", "H", "H", "H", "H", "C", "O", "H", "H", "H", "H", "C", "O", "H", "H", "H", "H", "C", "O", "H", "H", "H", "H", "C", "O", "H", "H", "H", "H", "C", "O", "H", "H", "H", "H", "C", "C", "O", "H", "H", "H", "H", "H", "H", "C", "C", "O", "H", "H", "H", "H", "H", "H", "C", "C", "O", "H", "H", "H", "H", "H", "H", "C", "C", "O", "H", "H", "H", "H", "H", "H", "C", "C", "O", "H", "H", "H", "H", "H", "H", "C", "C", "O", "H", "H", "H", "H", "H", "H", "C", "C", "O", "H", "H", "H", "H", "H", "H", "C", "C", "O", "H", "H", "H", "H", "H", "H", "C", "C", "C", "O", "C", "N", "H", "H", "H", "H", "H", "H", "H", "H", "H", "H", "H", "C", "C", "C", "O", "C", "N", "H", "H", "H", "H", "H", "H", "H", "H", "H", "H", "H", "C", "C", "C", "O", "C", "N", "H", "H", "H", "H", "H", "H", "H", "H", "H", "H", "H", "C", "C", "C", "O", "C", "N", "H", "H", "H", "H", "H", "H", "H", "H", "H", "H", "H", "C", "C", "C", "O", "C", "N", "H", "H", "H", "H", "H", "H", "H", "H", "H", "H", "H", "C", "C", "C", "O", "C", "N", "H", "H", "H", "H", "H", "H", "H", "H", "H", "H", "H", "C", "C", "C", "O", "C", "N", "H", "H", "H", "H", "H", "H", "H", "H", "H", "H", "H", "C", "C", "C", "O", "C", "N", "H", "H", "H", "H", "H", "H", "H", "H", "H", "H", "H"], "positions_angstrom": [[-7.091288, -0.016846, -1.068518], [-6.446248, -0.650186, -2.187608], [-7.691618, -0.796106, -0.598998], [-6.317198, 0.321344, -0.379678], [-7.738858, 0.805294, -1.373218], [-6.454408, -0.034656, -2.924258], [2.815342, -3.949636, -2.086628], [3.838282, -3.331056, -1.262778], [3.407322, -4.818206, -2.375138], [1.856492, -4.122156, -1.597808], [2.655872, -3.149936, -2.809918], [3.536342, -3.379346, -0.352778], [-0.088458, 3.966994, -5.591608], [-0.823508, 2.891194, -6.089028], [-0.775428, 4.812834, -5.564698], [0.352902, 3.765824, -4.615478], [0.808362, 4.036874, -6.207178], [-1.735138, 2.918274, -5.789378], [1.788622, 1.334904, 4.140232], [0.918492, 2.448364, 4.036882], [2.809912, 1.715164, 4.118762], [1.401542, 0.956814, 5.086442], [1.685992, 0.568504, 3.371982], [0.314902, 2.328194, 3.300112], [-0.892548, -3.017566, 2.644202], [-1.365048, -4.116186, 3.378532], [-1.536628, -2.166016, 2.863522], [0.153912, -2.850216, 2.899172], [-1.047338, -3.050646, 1.565752], [-1.032238, -3.935666, 4.260712], [3.690302, 1.664554, 0.401542], [4.150182, 2.219044, -0.838408], [2.604032, 1.731474, 0.461942], [3.964052, 0.612984, 0.487312], [4.294782, 2.049294, 1.222932], [3.814462, 3.114884, -0.918198], [-3.881218, -1.390016, 6.067312], [-4.716908, -0.500796, 5.360962], [-4.426028, -2.321846, 6.218882], [-2.862118, -1.604786, 5.745722], [-3.668698, -0.942376, 7.038162], [-4.456578, 0.423044, 5.342512], [1.557112, 5.078384, -2.004968], [2.807052, 4.925654, -1.414098], [1.379382, 4.275384, -2.720308], [0.717382, 5.015124, -1.312908], [1.672112, 5.958004, -2.638328], [2.928422, 5.688994, -0.844718], [3.644042, 0.856434, -4.663938], [3.082692, 0.603084, -6.066418], [4.141732, 0.548124, -7.044168], [2.821892, 1.093704, -3.988748], [4.472562, 1.549554, -4.518218], [3.899702, -0.061476, -4.134618], [2.279012, 1.330324, -6.181878], [2.596622, -0.364536, -6.191108], [4.837002, -0.038196, -6.736888], [7.872462, -5.915946, -1.710558], [6.596962, -5.213396, -1.329898], [5.751602, -5.237586, -2.408188], [8.608972, -5.660066, -0.948868], [8.220092, -5.554686, -2.678408], [7.778052, -6.996136, -1.821838], [6.818022, -4.149266, -1.247058], [6.215842, -5.663566, -0.413278], [4.908642, -4.815236, -2.227518], [0.822932, -1.457806, 6.131212], [1.146512, -2.904426, 6.455312], [0.063962, -3.643326, 5.764822], [1.635102, -0.900986, 6.598592], [-0.197568, -1.208496, 6.421922], [0.851502, -1.111136, 5.098202], [1.108102, -3.030036, 7.537362], [2.116432, -3.250716, 6.098312], [0.097602, -4.553086, 6.069462], [-1.712578, -5.198236, -4.116578], [-1.121118, -4.296266, -5.260948], [0.232562, -4.678546, -5.198538], [-1.519088, -6.270736, -4.137128], [-2.770128, -4.949586, -4.205218], [-1.367368, -4.760686, -3.179848], [-1.184018, -3.212516, -5.162888], [-1.366048, -4.550486, -6.292198], [0.729752, -4.148366, -5.825688], [-0.717328, -7.775976, 1.337282], [-1.216418, -7.019096, 0.134442], [-0.169558, -6.922866, -0.757628], [-1.474238, -8.064626, 2.066572], [-0.071238, -7.256546, 2.045002], [-0.281948, -8.752806, 1.126702], [-1.531988, -6.063876, 0.554062], [-2.072238, -7.481266, -0.357558], [-0.176958, -7.764316, -1.219688], [2.248142, 5.011384, 1.983542], [3.313862, 6.036494, 1.539612], [2.907412, 6.987704, 0.596052], [1.349432, 5.503984, 2.354742], [2.564362, 4.440064, 2.856292], [2.058992, 4.341794, 1.144512], [4.213112, 5.531724, 1.186522], [3.621592, 6.524194, 2.464562], [2.818462, 7.782894, 1.126482], [-5.409748, 2.915514, 2.025702], [-4.273428, 3.914394, 2.064672], [-3.028738, 3.437064, 2.086422], [-6.431008, 3.219874, 2.254822], [-5.284778, 2.270034, 2.895082], [-5.566718, 2.379344, 1.089762], [-4.388988, 4.578454, 2.921282], [-4.321068, 4.564324, 1.190932], [-2.483328, 4.111364, 1.674792], [-3.758638, -3.529226, -1.725008], [-4.498868, -3.456916, -0.377918], [-5.888588, -3.480886, -0.713138], [-2.679148, -3.622256, -1.606138], [-3.916068, -2.597666, -2.268608], [-4.008608, -4.433566, -2.279778], [-4.201848, -2.506046, 0.064492], [-4.138258, -4.292306, 0.222242], [-6.133078, -2.625476, -1.073828], [-2.348538, 0.275304, 1.005452], [-0.846458, 0.201204, 1.391332], [0.114762, -0.394336, 0.289972], [0.037062, 0.155844, -0.973038], [1.038972, -0.266306, -1.900088], [-0.658578, 1.607104, 1.702332], [-2.913148, 0.455604, 1.920222], [-2.656938, -0.660656, 0.539642], [-2.498768, 1.092064, 0.299462], [-0.622828, -0.337476, 2.312162], [-0.157948, -1.441426, 0.158302], [1.144152, -0.401696, 0.648282], [1.993592, 0.177144, -1.616968], [0.678462, 0.028444, -2.885608], [1.392182, -1.296736, -1.939298], [-1.548068, 1.997004, 1.979612], [-0.409908, 2.022894, 0.816112], [7.288152, 1.280834, -2.619138], [6.669872, -0.045606, -2.361758], [7.723362, -1.181646, -2.355138], [8.039262, -1.471916, -3.652358], [8.947362, -2.545666, -3.744138], [6.012042, 0.019184, -1.040078], [7.836622, 1.766334, -1.811948], [6.460262, 1.984444, -2.706488], [7.864772, 1.285264, -3.544118], [5.931162, -0.223246, -3.143338], [7.218052, -2.020466, -1.876448], [8.617192, -1.041186, -1.747328], [9.902792, -2.263636, -3.301728], [9.319042, -2.716686, -4.754438], [8.665892, -3.426106, -3.166468], [5.474462, 0.858574, -1.202918], [5.319902, -0.700516, -0.888198], [-0.632758, 7.243104, -0.328028], [-1.732668, 6.608634, 0.568652], [-3.055258, 7.382224, 0.522002], [-2.844038, 8.641734, 1.163032], [-2.667768, 8.556254, 2.593722], [-1.966148, 5.261584, 0.102782], [0.267872, 6.629234, -0.316798], [-0.304448, 8.258484, -0.105968], [-0.956548, 7.363004, -1.361898], [-1.286168, 6.507984, 1.557902], [-3.894578, 6.932204, 1.052222], [-3.380078, 7.519604, -0.509358], [-1.661428, 8.195044, 2.805632], [-3.456148, 8.010934, 3.112562], [-2.663018, 9.584864, 2.954322], [-1.145538, 4.674824, 0.151832], [-2.300938, 5.231114, -0.849628], [-5.343018, 3.673134, 5.914182], [-3.858428, 3.488064, 5.922702], [-3.416588, 3.174424, 7.394412], [-3.558248, 4.343564, 8.187102], [-2.745728, 4.241384, 9.457122], [-3.509468, 2.343844, 5.034762], [-5.746818, 2.705524, 6.212132], [-5.767038, 3.861764, 4.927912], [-5.708068, 4.438974, 6.598522], [-3.237638, 4.357704, 5.707212], [-2.409818, 2.758734, 7.352842], [-4.097358, 2.396474, 7.740042], [-1.696458, 4.424454, 9.225532], [-2.913288, 3.231444, 9.831342], [-3.141208, 5.016094, 10.114032], [-3.522588, 2.704894, 4.091592], [-2.598328, 2.000984, 5.303772], [-3.562968, 0.557114, -4.917698], [-3.762698, 2.058104, -4.564778], [-2.977348, 2.457664, -3.249118], [-3.585368, 3.540184, -2.643228], [-3.384848, 4.748794, -3.353558], [-3.422848, 2.878684, -5.749188], [-4.157688, 0.196434, -5.756928], [-3.820838, -0.038176, -4.041778], [-2.539188, 0.387154, -5.251008], [-4.783358, 2.420104, -4.441058], [-1.925638, 2.688274, -3.418938], [-2.913848, 1.630724, -2.541838], [-3.726658, 5.550464, -2.698888], [-3.922338, 4.869054, -4.294168], [-2.361298, 5.093574, -3.500438], [-3.846818, 3.760364, -5.498208], [-3.991998, 2.530774, -6.507558], [-7.284758, -1.529396, 1.977802], [-7.141728, -1.504446, 3.567352], [-8.484358, -1.049436, 4.314442], [-9.002128, 0.275014, 3.882282], [-8.287778, 1.356224, 4.398902], [-6.970508, -2.875126, 3.925052], [-7.532958, -0.515986, 1.662382], [-8.077058, -2.217596, 1.683252], [-6.507068, -1.819496, 1.271302], [-6.228678, -0.999216, 3.882282], [-8.341918, -1.171776, 5.388152], [-9.287208, -1.749826, 4.084272], [-8.354508, 2.222244, 3.740372], [-7.265098, 1.046564, 4.614142], [-8.645778, 1.709904, 5.365772], [-6.834868, -3.367396, 3.053632], [-6.083998, -3.047266, 4.377352], [5.167062, -3.155906, -4.864048], [5.976902, -2.555286, -6.053348], [5.134102, -2.776956, -7.400288], [5.722052, -2.156956, -8.564238], [6.118912, -3.000866, -9.643738], [6.228012, -1.139216, -5.864808], [5.565092, -2.871786, -3.889908], [5.149842, -4.242696, -4.782148], [4.176092, -2.704046, -4.820348], [6.914292, -3.109776, -6.097378], [4.111472, -2.406026, -7.469148], [5.174832, -3.864586, -7.459428], [5.330842, -3.753226, -9.675338], [7.064382, -3.541816, -9.604238], [6.079952, -2.409216, -10.558358], [6.962572, -1.054666, -5.176778], [6.637742, -0.827496, -6.733748], [3.096772, -1.984806, 3.358612], [3.401272, -3.526536, 3.510612], [3.709892, -4.204516, 2.164632], [2.749942, -4.026036, 1.169612], [1.635702, -4.862486, 1.247132], [4.553562, -3.461126, 4.460552], [2.720072, -1.575516, 4.295992], [2.310232, -1.812506, 2.623912], [3.895832, -1.347196, 2.980392], [2.624762, -4.080056, 4.038582], [3.992102, -5.255916, 2.219582], [4.627932, -3.730176, 1.817772], [1.165922, -4.876166, 2.230602], [1.908052, -5.899486, 1.050792], [0.904372, -4.548566, 0.502342], [4.763862, -4.446656, 4.528442], [5.402292, -2.991836, 4.178562]], "atomic_forces_ev_per_a": [[0.263, -0.578, -0.299], [-0.162, 0.240, -0.017], [-0.051, 0.247, 0.147], [-0.172, 0.170, 0.164], [0.048, 0.009, 0.036], [0.113, -0.097, -0.053], [1.501, 1.408, 0.475], [-0.303, 0.523, 0.514], [-1.827, -0.493, -1.123], [0.291, -0.455, 0.219], [-0.187, -0.849, -0.864], [-0.066, -0.127, 0.437], [0.083, -0.675, -0.067], [1.302, -1.029, -0.344], [0.698, 0.708, 0.004], [-0.357, 0.037, 0.592], [-0.269, 0.775, -0.397], [-0.741, 0.154, -0.158], [-0.970, 0.592, 0.628], [0.042, 0.870, -0.387], [0.149, -0.355, 0.420], [1.336, -0.803, 0.207], [-0.239, 0.120, -0.272], [-0.222, -0.298, -0.754], [-0.671, 0.805, 0.084], [-0.162, -0.650, -0.663], [0.325, 0.517, 0.519], [0.084, 0.461, -0.288], [0.296, -1.026, -0.119], [0.018, -0.138, 0.413], [0.724, -0.157, -0.427], [-0.154, -0.659, 0.399], [0.036, 0.288, 0.529], [-0.146, -0.236, -0.728], [-0.632, 0.716, 0.351], [-0.238, 0.393, -0.105], [0.050, 0.869, 1.364], [-0.337, -1.004, -0.811], [0.073, 0.066, -0.098], [-0.077, 0.025, -1.197], [-0.268, -0.202, 0.572], [0.766, 0.449, 0.171], [-0.010, -0.417, -1.446], [0.782, -0.898, 0.844], [0.317, -0.304, 0.094], [0.061, 0.550, 0.024], [-1.114, 0.478, 0.204], [0.191, 0.290, 0.100], [-0.976, -1.308, 1.200], [1.553, -0.746, 0.367], [-1.358, 1.569, -0.550], [-0.262, 0.959, -0.097], [-0.231, 0.150, -0.531], [0.785, -0.433, -0.512], [0.547, 0.444, -1.204], [-0.364, -0.221, 0.784], [0.053, -0.263, 0.746], [0.347, 0.044, -0.114], [1.010, 0.741, -0.034], [-1.377, -1.356, -1.725], [0.251, -0.289, -0.058], [0.054, 0.146, 0.024], [-0.141, -0.022, 0.274], [0.341, 0.152, 1.182], [-0.381, 0.202, 0.171], [0.525, 0.345, 0.458], [0.783, 0.154, -0.026], [-1.636, 0.158, -1.461], [0.998, -0.037, 0.931], [-0.485, 0.621, 0.441], [0.252, 0.107, 0.730], [0.205, -0.878, -0.299], [-0.225, -0.245, 0.002], [0.052, 0.168, -0.118], [-0.055, -0.233, 0.016], [-1.062, 2.522, -1.105], [1.121, -2.109, 0.305], [1.834, 0.297, 0.084], [0.151, 0.316, -0.514], [-0.394, -0.676, 0.520], [0.098, -0.259, 0.021], [-0.639, 0.019, 0.606], [-1.262, -0.108, 0.098], [0.251, -0.023, -0.056], [-0.635, -1.431, 1.788], [-0.477, -0.301, 1.834], [0.830, 0.660, -1.390], [-0.861, 0.124, -0.280], [0.546, 0.507, -0.745], [0.363, 0.106, -0.482], [0.071, 0.466, -0.693], [-0.248, -0.108, 0.271], [0.399, 0.072, -0.263], [0.358, 0.437, -0.480], [0.352, -1.352, 1.957], [-0.367, 0.431, -0.032], [-0.217, 0.149, -0.429], [0.386, -0.176, -0.221], [-0.416, -0.137, 0.181], [-0.068, -0.182, -0.245], [0.200, 0.345, -0.001], [-0.264, 0.351, -0.620], [-0.286, -0.904, 0.784], [-3.365, 2.609, -0.779], [2.792, -2.513, 0.555], [0.165, 1.288, -0.086], [0.317, -0.866, -0.342], [0.724, -0.298, 0.043], [-0.532, 0.210, 0.402], [-0.526, 0.261, -0.208], [0.317, 0.218, -0.548], [0.792, -0.104, 0.516], [0.586, 0.472, -2.270], [0.023, -0.621, 1.231], [0.248, 0.183, 0.335], [-0.270, -0.234, -0.355], [-0.513, 0.291, -0.122], [-0.177, -0.030, 0.550], [-0.864, -0.021, 0.336], [0.156, 0.176, -0.250], [0.604, -2.099, -0.247], [-0.827, 0.601, -1.186], [-0.527, -0.709, 1.245], [-0.373, 0.687, -0.980], [0.516, 0.612, 0.360], [2.263, 0.927, 0.248], [-0.215, -0.015, -0.147], [-0.479, -0.097, 0.017], [-0.010, -0.113, 0.027], [-0.310, -0.464, -0.199], [-0.123, -0.454, 0.494], [0.316, 0.265, 0.280], [0.089, 0.861, -0.313], [0.311, 0.102, 0.112], [-1.166, -0.777, 0.388], [-0.038, 0.219, -0.043], [0.019, 0.592, -0.086], [-0.386, 1.509, -0.425], [1.129, -1.284, 1.339], [-1.814, 0.300, 1.211], [0.853, -0.937, -1.734], [1.479, 0.533, 0.351], [0.340, 0.547, -0.566], [0.482, -0.772, 0.250], [-0.140, 0.240, -0.568], [0.016, 0.088, 0.038], [0.195, -0.394, -0.287], [-0.156, -0.561, 0.014], [0.160, 0.737, 0.113], [0.219, 0.391, 0.629], [-1.074, -0.296, -0.315], [-0.576, -0.215, -0.477], [-0.390, 0.330, 0.860], [0.022, -0.524, -0.350], [-0.084, 0.664, 0.070], [0.940, 0.119, -1.358], [0.775, 0.570, 1.537], [-0.386, 0.265, 0.185], [0.450, 0.792, -1.096], [-0.554, -1.022, 0.401], [-0.188, 0.043, 0.103], [-0.208, 0.076, 0.677], [-0.276, -0.482, -0.205], [-0.490, 0.236, 0.278], [0.140, -0.744, 0.009], [0.187, 0.376, -0.076], [-0.126, -0.464, 0.273], [0.021, -0.295, -0.157], [-0.251, 0.019, -0.092], [0.284, 0.124, -0.135], [-0.099, -0.066, -0.111], [-0.671, 0.007, -0.261], [1.112, -0.531, 1.307], [-0.873, 0.074, -1.127], [1.490, -0.388, 1.275], [-1.511, 0.067, -2.126], [-0.748, 0.449, 1.162], [-0.246, -0.013, 0.165], [0.160, 0.186, -0.165], [0.197, 0.015, 0.014], [-0.367, 0.415, -0.512], [0.383, 0.227, 0.295], [0.009, -0.308, 0.398], [0.003, -0.092, 0.029], [0.175, 0.140, 0.377], [0.077, -0.228, -0.003], [0.546, -0.356, -0.192], [0.359, 0.098, -0.512], [-0.374, 0.796, 0.334], [0.488, -0.660, 0.008], [0.143, -0.963, -1.561], [-0.118, 1.392, 0.190], [-0.297, 1.248, 1.141], [0.035, 0.271, 0.601], [-0.381, 0.310, 0.024], [0.234, -0.214, -0.076], [0.214, 0.066, 0.418], [-0.533, -1.234, 1.111], [0.259, 0.070, -0.620], [-0.616, -0.094, 0.031], [-0.616, -0.061, 0.079], [-0.133, -0.172, 0.200], [0.603, -0.918, -0.289], [0.286, 0.298, -0.786], [0.130, -0.140, -0.375], [-0.864, 1.517, 0.843], [-0.717, 0.200, -1.631], [0.516, 1.038, -1.756], [0.235, -1.756, 0.507], [0.513, -0.005, 0.715], [0.569, -2.040, 0.319], [-0.456, 0.009, -0.096], [-0.509, 0.170, 0.285], [0.988, -0.191, 0.984], [-0.539, 0.743, -0.087], [0.223, 0.607, 0.204], [0.155, 0.005, -0.411], [0.197, -0.201, -0.308], [0.420, 0.339, -0.400], [-0.500, -0.126, 0.296], [-0.326, -0.538, 0.068], [0.044, 0.223, 0.508], [0.246, 0.813, 0.152], [-1.941, -0.329, -0.314], [1.746, -0.256, 0.158], [1.233, 0.002, 0.494], [-1.492, -0.189, 0.371], [-0.073, -0.068, -0.357], [0.588, 0.277, -0.083], [-0.203, -0.015, -0.596], [-0.318, -0.280, -0.374], [0.119, -0.269, -0.487], [-0.094, -0.037, 1.052], [-0.421, -0.209, -0.533], [0.033, -0.366, -0.599], [0.352, 0.344, 0.594], [0.070, 0.040, 0.112], [-0.051, 0.267, 0.350], [0.205, 0.249, -0.332], [-1.569, -0.903, -0.717], [1.219, 2.792, 0.151], [1.093, 0.518, 0.303], [-0.075, 0.883, -0.206], [-0.545, -0.865, 0.149], [-1.006, -2.146, -0.070], [0.334, -0.144, 0.009], [-0.314, -0.116, -0.082], [0.597, -0.509, 0.246], [-0.280, 0.353, 0.015], [-0.268, -0.390, 0.517], [0.060, 0.247, -0.310], [-0.103, 0.341, 0.157], [0.120, -0.159, -0.276], [0.091, 0.007, 0.082], [0.875, -0.200, 0.755], [-0.222, 0.229, -0.676]]}